Record 1
Computed, not measured: C20H25NO4S3Zr as an isolated structure at a distorted geometry, with the ωB97M-V functional and the def2-TZVPD basis.

Each line ends with the Mulliken charge.
Atoms and positions in Å:
Zr: 1.0326 -0.1365 0.1020  1.410
C: -0.7186 -2.8408 0.5593  -1.057
S: -0.6913 -2.1699 -1.1158  0.779
C: -0.3526 -3.8348 -1.8538  -1.218
O: 0.7543 -1.6434 -1.3539  -0.722
H: -1.5466 -3.5482 0.6179  0.481
H: -0.8744 -2.0385 1.2783  0.261
H: 0.2246 -3.3567 0.7361  0.440
H: -1.2091 -4.4853 -1.6712  0.404
H: 0.5599 -4.2659 -1.4475  0.356
H: -0.2448 -3.6765 -2.9251  0.391
C: 1.9669 2.1890 -1.7331  -0.716
O: 2.1723 1.0540 -0.9258  -0.531
H: 2.9175 2.5254 -2.1541  0.249
H: 1.5394 3.0055 -1.1434  0.245
H: 1.2843 1.9590 -2.5564  0.278
O: 2.4471 -1.7165 1.1057  -0.618
S: 2.6961 -1.0179 2.3884  1.383
O: 2.7474 -1.8481 3.5453  -0.670
N: 1.5467 0.1288 2.3411  -0.693
C: 2.0794 1.3951 2.2339  0.773
S: 1.1581 2.7085 1.9172  -0.256
C: 3.5623 1.3710 2.2623  0.537
C: 4.4332 2.4467 2.2108  -0.766
C: 5.7948 2.1883 2.2049  -0.547
C: 6.2865 0.8838 2.2465  -0.463
C: 5.4218 -0.1992 2.2982  -0.873
C: 4.0701 0.0781 2.2975  0.273
H: 4.0410 3.4538 2.1718  0.432
H: 6.4935 3.0134 2.1659  0.394
H: 7.3549 0.7156 2.2386  0.399
H: 5.7887 -1.2158 2.3358  0.472
C: -2.4563 2.0248 0.4336  -1.675
C: -2.4115 0.5283 0.0692  2.917
C: -2.8699 -0.2494 1.3049  -2.441
C: -0.9880 0.1348 -0.2726  -1.361
C: -3.3325 0.2728 -1.1310  0.026
C: -3.1335 0.9865 -2.3161  -0.147
C: -3.9166 0.7667 -3.4360  -0.990
C: -4.9309 -0.1827 -3.4061  -0.407
C: -5.1453 -0.8978 -2.2414  -0.892
C: -4.3566 -0.6693 -1.1176  -0.066
H: -1.8417 2.1989 1.3167  0.333
H: -3.4827 2.3449 0.6369  0.460
H: -2.0564 2.6413 -0.3719  0.260
H: -2.1876 -0.0405 2.1322  0.315
H: -2.8835 -1.3286 1.1378  0.388
H: -3.8739 0.0550 1.6100  0.554
H: -0.7525 0.4678 -1.3198  0.095
H: -2.3438 1.7260 -2.3670  0.304
H: -3.7356 1.3384 -4.3379  0.373
H: -5.5446 -0.3579 -4.2802  0.392
H: -5.9333 -1.6399 -2.1976  0.388
H: -4.5593 -1.2424 -0.2232  0.348

Cartesian forces, eV/Å:
-1.32 0.32 -1.06
-0.04 -0.04 -0.03
-0.04 -0.72 -0.13
-0.20 0.16 -0.02
0.43 -0.30 -0.01
0.01 0.00 0.03
0.01 -0.05 -0.04
0.02 0.00 -0.01
0.00 0.02 -0.01
0.00 0.02 0.03
0.03 0.00 0.00
0.09 0.03 -0.01
-0.19 0.05 0.01
0.00 -0.02 0.00
0.01 0.01 -0.01
0.00 0.02 -0.01
0.18 -0.08 0.11
0.04 -0.02 0.11
-0.02 0.02 -0.01
0.04 0.08 0.08
-0.22 0.09 0.13
0.12 0.00 0.11
0.30 -0.14 0.03
-0.05 -0.02 0.01
0.07 -0.03 0.00
-0.02 0.07 0.00
0.00 -0.09 0.01
-0.13 0.14 0.02
-0.01 0.00 0.00
0.00 0.00 0.00
0.00 -0.01 0.00
0.00 0.00 0.00
-0.03 -0.03 -0.04
-0.11 -0.20 0.01
-0.07 0.03 0.04
0.98 0.62 0.41
0.00 -0.05 0.02
-0.01 -0.01 0.01
0.01 0.00 0.00
0.00 -0.01 0.00
0.00 -0.01 0.00
0.00 0.00 -0.01
0.00 0.00 0.00
-0.01 0.01 0.00
0.00 0.00 -0.01
0.01 -0.01 -0.02
-0.04 0.07 0.00
0.00 -0.01 0.03
0.14 0.03 0.21
0.01 0.01 0.01
0.00 0.00 0.00
0.00 0.00 0.00
0.00 0.00 0.00
0.00 0.01 0.01

Properties
- Net charge: 0
- Energy relative to the best compared isomer or geometry (same formula, charge and spin): 0.2381 eV

Record 2
Computed, not measured: C20H26AsMoN5O3 as an isolated structure, with the ωB97M-V functional and the def2-TZVPD basis.

Each line ends with the Mulliken charge.
Atoms and positions in Å:
Mo: -0.3876 0.3247 -1.6541  0.960
N: -1.1400 -0.2687 8.8687  -0.531
C: -1.0796 -0.2103 7.7226  -0.099
C: -1.0043 -0.1368 6.2876  0.629
C: -1.9233 -0.8358 5.5086  -0.923
C: -1.8445 -0.7649 4.1289  0.022
C: -0.8606 0.0060 3.5186  -1.431
C: 0.0528 0.7027 4.3035  -0.069
C: -0.0125 0.6324 5.6838  -0.895
C: -0.7778 0.0712 2.0278  1.357
C: -1.1717 1.2446 1.4291  0.453
C: -1.6679 2.4050 2.1258  -0.749
C: -1.9322 3.3513 1.1878  -1.135
C: -1.6018 2.7625 -0.0746  -0.400
N: -1.1589 1.5357 0.0533  0.473
C: -0.2626 -1.0964 1.4097  -0.107
C: 0.1988 -2.2747 2.0352  -0.585
C: 0.6314 -3.1182 1.0208  -1.230
C: 0.4577 -2.4025 -0.1757  -0.915
N: -0.0712 -1.1973 0.0544  1.033
H: -2.6900 -1.4277 5.9897  0.440
H: -2.5500 -1.3083 3.5140  0.468
H: 0.8181 1.2976 3.8217  0.515
H: 0.6974 1.1678 6.2994  0.443
H: -1.8069 2.4730 3.1926  0.495
H: -2.3212 4.3450 1.3386  0.442
H: -1.6899 3.2014 -1.0575  0.514
H: 0.2013 -2.4711 3.0951  0.545
H: 1.0426 -4.1095 1.1220  0.452
H: 0.7262 -2.6911 -1.1826  0.485
C: 3.2921 -0.9776 -3.5552  -1.078
As: 1.6319 -0.2003 -4.1293  1.011
C: 1.3469 -0.6919 -5.9724  -1.121
C: 1.7917 1.7066 -4.1760  -1.007
O: 0.3321 -0.8600 -3.3011  -0.585
H: 4.1331 -0.6378 -4.1568  0.393
H: 3.1872 -2.0583 -3.6410  0.348
H: 3.4132 -0.6846 -2.5148  0.230
H: 2.1454 -0.3206 -6.6128  0.397
H: 0.3979 -0.2558 -6.2796  0.339
H: 1.2939 -1.7768 -6.0427  0.355
H: 2.5807 1.9507 -4.8869  0.443
H: 2.0201 2.0398 -3.1694  0.212
H: 0.8377 2.1231 -4.4966  0.332
N: -2.8915 -0.8742 -3.0741  -0.701
N: -2.1912 -1.0621 -1.8365  -0.127
H: -3.2674 -1.7594 -3.3979  0.228
H: -2.1964 -0.5659 -3.7455  0.289
H: -1.7934 -1.9931 -1.7488  0.342
H: -2.8554 -0.9462 -1.0789  0.296
C: 2.2041 1.0268 -0.1906  -0.968
O: 1.5667 0.6233 -1.3744  -0.298
H: 2.0588 0.2986 0.6178  0.201
H: 1.8322 2.0013 0.1475  0.261
H: 3.2806 1.1154 -0.3821  0.332
O: -1.0229 1.5712 -2.5966  -0.784

Cartesian forces, eV/Å:
-0.18 0.59 -0.07
0.00 0.00 -0.01
0.00 0.00 0.01
0.00 0.00 0.00
0.00 0.00 0.01
0.01 0.00 0.02
-0.05 0.04 -0.07
0.01 -0.01 -0.02
-0.01 -0.01 0.01
0.23 -0.34 0.07
-0.10 0.32 0.04
0.02 -0.21 0.07
0.00 -0.01 -0.24
-0.17 0.25 0.08
0.46 -0.67 0.18
-0.02 0.35 0.07
-0.11 -0.19 -0.06
0.06 0.10 0.09
0.02 0.02 0.10
-0.24 0.10 -0.51
0.00 0.00 -0.01
0.00 0.00 0.01
0.00 0.00 0.01
0.00 0.00 -0.01
0.00 0.03 -0.01
0.00 0.00 0.00
0.02 0.00 0.03
-0.01 -0.02 0.00
0.02 0.01 0.01
0.01 -0.06 -0.02
-0.16 -0.01 0.02
0.45 0.03 -0.31
0.05 -0.09 0.15
-0.17 -0.07 0.05
-0.18 -0.05 0.26
-0.05 0.05 -0.06
0.06 0.00 0.06
0.01 -0.06 0.01
0.02 0.02 0.05
0.00 -0.03 -0.03
-0.04 0.01 -0.03
0.01 0.03 0.02
0.03 0.06 0.00
0.04 0.00 0.02
0.01 -0.13 -0.09
0.01 0.18 0.12
0.01 0.00 0.03
-0.04 0.04 0.02
0.01 -0.03 -0.03
0.01 0.07 0.00
-0.12 0.01 -0.18
-0.02 -0.07 -0.17
0.00 0.02 -0.01
0.04 0.00 0.09
0.02 0.04 0.11
0.04 -0.36 0.11

Properties
- Net charge: 0
- Energy relative to the best compared isomer or geometry (same formula, charge and spin): 0.1821 eV

Q: Look up the energy relative to the best compared isomer or geometry (same formula, charge and spin) of the second one.
A: 0.1821 eV